(1)
{"formula": "C43H28AsBrF4N7O2Sn", "method": "ωB97M-V/def2-TZVPD", "symbols": ["Sn", "O", "C", "O", "C", "C", "C", "C", "C", "C", "C", "C", "C", "N", "H", "H", "H", "H", "H", "H", "Br", "C", "C", "C", "C", "C", "C", "N", "C", "C", "C", "C", "C", "C", "N", "H", "H", "H", "H", "H", "H", "H", "H", "H", "C", "As", "C", "C", "C", "C", "C", "C", "C", "C", "H", "H", "H", "H", "H", "H", "H", "H", "H", "H", "H", "H", "H", "F", "C", "C", "F", "C", "C", "C", "F", "C", "C", "C", "N", "C", "N", "F", "C", "C", "N", "C", "N"], "positions_angstrom": [[-1.1241, -1.1659, -1.4557], [3.1425, -2.1590, -0.8195], [2.1305, -1.5891, -0.5209], [1.8030, -0.3851, -1.0390], [1.2060, -2.0937, 0.5572], [1.8130, -2.9311, 1.4981], [1.0661, -3.3900, 2.5484], [-0.2792, -3.0054, 2.6639], [-1.0962, -3.4563, 3.7317], [-2.4069, -3.0933, 3.7979], [-2.9539, -2.2499, 2.8030], [-2.1927, -1.7978, 1.7629], [-0.8319, -2.1699, 1.6612], [-0.0722, -1.7330, 0.6029], [2.8527, -3.1947, 1.3724], [1.5025, -4.0471, 3.2909], [-0.6562, -4.0935, 4.4885], [-3.0307, -3.4363, 4.6120], [-3.9906, -1.9472, 2.8788], [-2.6199, -1.1240, 1.0348], [2.2196, -7.6900, 0.0469], [0.9358, -6.3770, -0.3320], [-0.2257, -6.3103, 0.4268], [-1.1624, -5.3228, 0.1658], [-0.9348, -4.4156, -0.8614], [0.2271, -4.4849, -1.6226], [1.1613, -5.4727, -1.3641], [-1.8568, -3.3559, -1.1144], [-3.1134, -3.5629, -1.1619], [-4.0231, -2.4238, -1.3568], [-5.3787, -2.5973, -1.5437], [-6.1728, -1.4728, -1.7573], [-5.5774, -0.2243, -1.7753], [-4.2065, -0.1292, -1.5758], [-3.4459, -1.2030, -1.3646], [-0.3933, -7.0234, 1.2225], [-2.0520, -5.2433, 0.7806], [0.3831, -3.7974, -2.4475], [2.0584, -5.5495, -1.9624], [-3.5317, -4.5653, -1.0824], [-5.8058, -3.5913, -1.5335], [-7.2385, -1.5779, -1.9111], [-6.1572, 0.6728, -1.9394], [-3.7051, 0.8300, -1.5726], [3.2706, -0.6041, -3.6508], [3.1190, 0.3962, -2.0368], [4.7304, 0.4243, -1.0259], [2.4048, 2.1484, -2.3483], [3.4253, 2.8766, -3.1907], [4.4389, 3.6075, -2.5752], [5.3971, 4.2494, -3.3452], [5.3487, 4.1619, -4.7302], [4.3366, 3.4395, -5.3477], [3.3770, 2.7961, -4.5805], [3.9540, -0.0601, -4.3033], [2.2943, -0.6774, -4.1263], [3.6704, -1.5870, -3.4173], [5.3929, 1.1268, -1.5330], [5.1630, -0.5719, -1.0140], [4.5003, 0.7826, -0.0250], [2.2590, 2.6034, -1.3702], [1.4449, 2.0309, -2.8523], [4.4684, 3.6935, -1.4940], [6.1759, 4.8265, -2.8653], [6.0936, 4.6676, -5.3294], [4.2884, 3.3872, -6.4270], [2.5742, 2.2532, -5.0685], [-3.0626, 2.7140, 1.8071], [-2.2678, 3.5520, 2.4777], [-2.8117, 4.4483, 3.3225], [-4.1150, 4.4744, 3.4607], [-1.9971, 5.3822, 4.0798], [-0.5668, 5.2656, 3.8543], [-0.0429, 4.3593, 3.0033], [1.2716, 4.3027, 2.8390], [-0.8572, 3.4474, 2.2558], [-0.3183, 2.5281, 1.3731], [-1.0777, 1.6200, 0.5886], [-1.5519, 0.8421, -0.1176], [1.0756, 2.3657, 1.0917], [2.1457, 2.1304, 0.7427], [0.2434, 6.0660, 4.4992], [-2.5332, 6.2990, 4.9371], [-3.9385, 6.4210, 5.1793], [-5.0567, 6.5232, 5.4225], [-1.7504, 7.2324, 5.6870], [-1.1826, 8.0053, 6.3198]], "forces_ev_per_a": [[0.01, 0.00, -0.01], [-0.10, -0.05, -0.12], [0.15, 0.15, 0.18], [0.00, -0.09, -0.05], [-0.07, -0.05, -0.06], [0.02, 0.00, 0.00], [0.01, -0.01, 0.01], [-0.04, -0.01, 0.00], [0.01, -0.01, -0.01], [-0.02, 0.00, 0.00], [-0.01, 0.01, 0.00], [0.07, -0.03, 0.00], [0.00, 0.02, -0.03], [-0.06, -0.06, -0.02], [0.00, 0.00, 0.00], [0.00, 0.00, 0.00], [0.00, 0.00, 0.00], [0.00, 0.00, 0.00], [0.00, 0.00, 0.00], [-0.03, 0.03, -0.03], [0.00, 0.00, 0.00], [0.01, -0.01, 0.00], [-0.02, 0.01, 0.01], [0.00, 0.00, 0.01], [-0.01, 0.05, 0.02], [0.01, 0.01, 0.01], [-0.01, 0.01, -0.01], [-0.12, -0.03, -0.02], [0.07, 0.08, 0.00], [0.07, -0.01, 0.01], [0.00, 0.00, 0.00], [0.02, 0.02, 0.00], [-0.01, -0.03, 0.00], [-0.01, -0.02, 0.01], [0.00, -0.06, 0.02], [0.00, 0.00, 0.00], [0.01, -0.01, 0.00], [0.00, 0.00, -0.01], [0.00, 0.00, 0.00], [0.00, 0.01, 0.00], [0.00, 0.00, 0.00], [0.00, 0.00, 0.00], [0.00, 0.00, 0.00], [0.00, 0.00, 0.00], [0.00, -0.03, 0.03], [-0.07, 0.12, 0.02], [-0.01, -0.01, -0.02], [0.01, 0.09, -0.09], [-0.01, -0.05, -0.03], [0.01, -0.01, 0.01], [0.00, 0.00, -0.01], [0.00, 0.00, 0.00], [-0.01, 0.00, -0.01], [0.02, 0.01, 0.00], [0.00, 0.00, 0.01], [0.00, 0.00, 0.00], [0.01, -0.02, -0.01], [0.00, 0.01, 0.02], [0.00, 0.01, 0.02], [0.01, 0.02, 0.03], [0.04, -0.03, -0.16], [0.00, -0.02, -0.03], [-0.01, 0.00, 0.00], [0.00, 0.00, 0.00], [0.00, 0.00, 0.00], [0.00, 0.00, 0.00], [0.00, 0.00, 0.00], [0.01, 0.01, 0.01], [0.00, -0.01, -0.02], [0.00, 0.01, 0.02], [0.00, 0.00, 0.00], [0.01, -0.01, -0.01], [-0.01, 0.01, 0.01], [-0.01, -0.01, 0.00], [0.01, -0.02, -0.01], [0.01, 0.00, 0.01], [0.03, -0.02, 0.00], [-0.02, 0.07, -0.03], [0.05, -0.04, 0.04], [-0.04, 0.04, 0.02], [0.02, -0.07, 0.24], [-0.01, 0.00, 0.00], [-0.01, 0.07, 0.01], [-0.01, -0.10, 0.01], [0.02, 0.05, -0.01], [0.00, 0.00, 0.01], [-0.01, -0.01, -0.01]], "mulliken_charge": [0.783, -0.528, -0.301, -0.482, 0.955, -0.625, -1.074, 1.000, -0.903, -0.877, -0.935, -0.552, 0.594, 0.598, 0.647, 0.541, 0.517, 0.463, 0.540, 0.632, -0.083, -0.063, -0.833, -0.088, -0.064, -0.405, -0.634, 0.062, -0.305, 0.599, -0.939, -0.363, -0.911, -0.078, 0.111, 0.504, 0.479, 0.616, 0.490, 0.599, 0.499, 0.489, 0.446, 0.481, -1.301, 0.849, -1.210, -0.528, -0.159, -0.161, -0.733, -0.463, -0.687, -0.335, 0.532, 0.403, 0.466, 0.536, 0.474, 0.365, 0.263, 0.635, 0.509, 0.426, 0.422, 0.423, 0.435, -0.251, 0.228, 0.102, -0.265, 0.008, 0.287, -0.031, -0.291, 0.777, 0.466, -0.026, -0.185, -0.104, -0.541, -0.250, 1.526, -0.256, -0.369, -0.252, -0.340], "homo_ev": -15.51, "orbital_gap_ev": 5.8, "multiplicity": 1, "total_charge": 3}

=====

(2)
{"formula": "C43H28AsBrF4N7O2Sn", "method": "ωB97M-V/def2-TZVPD", "symbols": ["Sn", "O", "C", "O", "C", "C", "C", "C", "C", "C", "C", "C", "C", "N", "H", "H", "H", "H", "H", "H", "Br", "C", "C", "C", "C", "C", "C", "N", "C", "C", "C", "C", "C", "C", "N", "H", "H", "H", "H", "H", "H", "H", "H", "H", "C", "As", "C", "C", "C", "C", "C", "C", "C", "C", "H", "H", "H", "H", "H", "H", "H", "H", "H", "H", "H", "H", "H", "F", "C", "C", "F", "C", "C", "C", "F", "C", "C", "C", "N", "C", "N", "F", "C", "C", "N", "C", "N"], "positions_angstrom": [[-0.0805, 0.8910, 1.5346], [4.3019, 0.2730, -0.5795], [3.1541, 0.5638, -0.3410], [2.3727, -0.3587, 0.2835], [2.5219, 1.8461, -0.7323], [3.2779, 2.6644, -1.5811], [2.7098, 3.8025, -2.0883], [1.3847, 4.1159, -1.7544], [0.6944, 5.2267, -2.2946], [-0.5873, 5.4968, -1.9145], [-1.2433, 4.6759, -0.9690], [-0.6071, 3.5949, -0.4358], [0.7130, 3.2681, -0.8280], [1.2891, 2.1486, -0.3274], [4.2850, 2.3660, -1.8328], [3.2683, 4.4503, -2.7512], [1.1996, 5.8531, -3.0182], [-1.1169, 6.3431, -2.3296], [-2.2575, 4.9109, -0.6744], [-1.1116, 2.9473, 0.2823], [3.0671, 6.9934, 5.0467], [1.8923, 5.6039, 4.5568], [0.5342, 5.7099, 4.8346], [-0.3217, 4.6853, 4.4817], [0.1676, 3.5486, 3.8332], [1.5274, 3.4792, 3.5224], [2.3927, 4.4855, 3.8990], [-0.6461, 2.4620, 3.4510], [-1.7230, 2.1769, 4.0750], [-2.5914, 1.0846, 3.6457], [-3.7121, 0.7413, 4.3869], [-4.5115, -0.3120, 3.9618], [-4.1775, -0.9749, 2.7916], [-3.0490, -0.5678, 2.0980], [-2.2652, 0.4264, 2.5165], [0.1519, 6.5947, 5.3240], [-1.3803, 4.7920, 4.6809], [1.9077, 2.6017, 3.0076], [3.4520, 4.4129, 3.6966], [-2.0298, 2.7254, 4.9639], [-3.9541, 1.2899, 5.2874], [-5.3799, -0.6076, 4.5347], [-4.7752, -1.7955, 2.4218], [-2.7573, -1.0468, 1.1703], [4.6791, -1.7934, 1.6987], [3.2914, -1.9626, 0.3831], [3.9123, -2.5409, -1.3394], [1.8062, -3.0784, 0.9366], [2.3281, -4.4953, 0.9866], [2.2406, -5.3189, -0.1336], [2.7262, -6.6163, -0.0830], [3.3040, -7.0978, 1.0840], [3.4038, -6.2781, 2.1991], [2.9261, -4.9774, 2.1487], [5.1259, -2.7780, 1.8422], [4.2610, -1.4432, 2.6406], [5.4286, -1.1003, 1.3265], [4.0666, -3.6175, -1.2657], [4.8427, -2.0362, -1.5803], [3.1590, -2.3281, -2.0966], [1.0188, -2.9609, 0.1906], [1.4414, -2.7442, 1.9082], [1.7561, -4.9575, -1.0349], [2.6492, -7.2556, -0.9521], [3.6733, -8.1132, 1.1253], [3.8493, -6.6540, 3.1101], [2.9816, -4.3441, 3.0283], [-3.3461, -1.5172, -1.6039], [-3.4574, -1.4970, -2.9317], [-4.5424, -2.0474, -3.5196], [-5.4663, -2.5816, -2.7613], [-4.6972, -2.0652, -4.9542], [-3.6053, -1.4904, -5.7043], [-2.5309, -0.9303, -5.0972], [-1.5770, -0.3869, -5.8317], [-2.3977, -0.8970, -3.6768], [-1.2945, -0.3213, -3.0456], [-1.1378, -0.2124, -1.6538], [-0.9724, -0.1023, -0.5141], [-0.1710, 0.2365, -3.7246], [0.7932, 0.6796, -4.1668], [-3.6603, -1.4940, -7.0084], [-5.8181, -2.5841, -5.5629], [-6.9313, -3.0965, -4.8364], [-7.8633, -3.4815, -4.2841], [-5.9943, -2.6264, -6.9751], [-6.1883, -2.6816, -8.1073]], "forces_ev_per_a": [[0.29, -0.35, 0.55], [-0.26, 0.27, -0.03], [0.50, -0.45, 0.19], [0.23, -0.25, -0.23], [-0.42, 0.43, 0.00], [0.09, -0.10, 0.01], [-0.02, -0.03, 0.00], [-0.13, -0.17, 0.18], [-0.12, 0.15, -0.01], [0.10, 0.06, -0.10], [-0.06, -0.15, 0.19], [0.09, -0.02, -0.10], [-0.02, 0.16, -0.02], [0.19, -0.30, -0.05], [-0.01, 0.01, -0.02], [-0.01, -0.01, -0.04], [0.01, 0.02, 0.02], [0.03, 0.01, -0.02], [0.00, 0.01, 0.00], [-0.16, 0.08, 0.00], [-0.18, -0.18, -0.05], [0.15, 0.11, 0.01], [0.10, 0.05, 0.05], [-0.16, -0.24, -0.12], [0.50, 0.47, 0.09], [-0.28, -0.21, -0.03], [0.06, 0.13, 0.04], [-0.53, -0.27, -0.48], [0.32, 0.27, 0.06], [-0.32, -0.26, -0.03], [0.13, 0.09, 0.00], [0.03, -0.08, -0.14], [-0.02, 0.03, 0.15], [0.08, -0.08, -0.11], [0.16, 0.26, -0.37], [-0.01, 0.00, 0.00], [-0.01, 0.03, 0.01], [0.08, 0.02, 0.05], [-0.01, 0.00, -0.04], [0.04, -0.01, 0.04], [0.03, 0.00, 0.01], [-0.02, 0.02, 0.00], [0.00, 0.01, -0.03], [-0.04, -0.02, 0.04], [-0.07, -0.05, -0.07], [-0.36, 0.14, 0.10], [0.01, 0.10, 0.10], [0.29, -0.13, -0.03], [0.04, -0.05, 0.03], [-0.11, 0.01, 0.05], [0.02, -0.01, -0.04], [0.03, 0.02, -0.01], [0.06, 0.00, 0.02], [-0.09, 0.06, 0.00], [-0.08, -0.04, -0.04], [-0.07, 0.00, -0.04], [-0.03, 0.02, -0.05], [-0.04, -0.01, 0.05], [0.00, 0.05, 0.05], [-0.04, 0.03, 0.05], [0.04, 0.09, -0.01], [0.07, 0.10, -0.02], [0.03, -0.02, -0.02], [-0.02, 0.00, 0.01], [0.00, 0.00, 0.00], [-0.01, 0.00, 0.00], [0.02, -0.04, 0.02], [-0.08, -0.03, 0.18], [-0.31, -0.15, -0.30], [0.37, 0.21, 0.28], [-0.12, -0.07, 0.10], [-0.63, -0.34, -0.34], [0.37, 0.18, 0.15], [-0.23, -0.12, -0.21], [0.03, -0.01, -0.07], [0.43, 0.23, 0.44], [-0.23, -0.12, -0.48], [-0.35, -0.14, 0.70], [0.01, 0.24, -0.20], [0.21, 0.04, -0.19], [0.06, 0.07, 0.12], [-0.02, 0.02, -0.14], [0.52, 0.28, 0.24], [-0.25, -0.09, 0.20], [0.09, 0.00, -0.08], [-0.01, 0.00, -0.30], [0.00, -0.01, 0.11]], "mulliken_charge": [1.144, -0.580, 0.373, -0.439, 0.243, -0.574, -0.912, 1.152, -0.826, -0.710, -1.025, -0.512, 0.566, 0.457, 0.574, 0.517, 0.472, 0.435, 0.490, 0.207, -0.101, 0.015, -0.783, -0.388, 0.529, -0.024, -0.896, 0.141, -0.273, 0.362, -0.991, -0.316, -0.911, 0.013, 0.115, 0.445, 0.414, 0.314, 0.452, 0.486, 0.455, 0.485, 0.464, 0.412, -1.238, 0.823, -1.199, -0.865, 0.234, -0.275, -0.681, -0.497, -0.691, -0.320, 0.495, 0.413, 0.449, 0.515, 0.443, 0.414, 0.466, 0.574, 0.437, 0.431, 0.425, 0.428, 0.422, -0.183, 0.263, 0.131, -0.270, 0.049, 0.361, -0.010, -0.283, 0.560, 0.676, -0.141, 0.103, -0.402, -0.515, -0.250, 1.384, -0.190, -0.365, -0.248, -0.345], "homo_ev": [-15.01, -15.01], "orbital_gap_ev": [5.2, 5.2], "multiplicity": 1, "total_charge": 3}

=====

ΔE to the lowest compared entry with this formula, charge and spin in kJ/mol, matching the order above: 0.0 125.3